[1]
Formula: C24H35MgN3O3PSb
Source: OMol25
Level of theory: ωB97M-V/def2-TZVPD

Properties
Spin multiplicity: 1
Charge: +2
M: 590.60 g mol⁻¹
Energy relative to the best compared isomer or geometry (same formula, charge and spin): 0.0 kJ/mol
DFT total energy: -57328.5543 eV
Lowest unoccupied orbital energy: -6.47 eV
Frontier orbital gap: 0.2786 Ha

XYZ file:
```
68
Properties=species:S:1:pos:R:3:forces:R:3:lowdin_charge:R:1
Mg 0.486 0.378 -0.261 -0.3119 -0.5214 -0.1627 0.54
C -3.472 2.479 -1.413 1.4369 0.4885 0.9464 0.00
C -3.108 3.819 -1.091 -0.6194 -1.3801 -0.6347 -0.01
C -1.937 4.054 -0.370 -0.0016 -0.5719 0.1773 0.02
C -1.122 2.951 -0.013 -0.9978 -0.2729 -1.1453 -0.18
N -1.307 1.699 -0.570 -1.1554 1.1674 0.6113 0.04
C -2.503 1.474 -1.173 0.1667 1.3088 -0.0722 -0.10
C 0.047 3.076 0.872 0.7680 0.3852 1.1342 -0.19
C 0.317 4.189 1.700 -0.2532 0.2154 -0.6331 0.03
C 1.577 4.337 2.265 -0.2218 -0.7812 0.1029 0.00
C 2.487 3.289 2.112 1.5069 -0.8631 0.4610 0.03
C 2.182 2.179 1.307 -2.1345 0.6632 0.2013 -0.16
N 0.902 2.053 0.833 1.6192 0.8560 -0.9317 0.07
C 3.069 1.080 0.891 2.1640 -1.8191 -0.5231 -0.18
C 4.493 1.150 0.972 -1.7124 0.3427 0.9070 0.03
C 5.211 -0.029 0.810 0.4498 -1.1850 0.2506 -0.01
C 4.579 -1.289 0.623 -0.6687 2.3490 -0.2310 0.00
C 3.223 -1.230 0.339 0.1397 1.4381 -0.3267 -0.08
N 2.514 -0.062 0.366 -0.0662 0.0741 1.1531 0.03
H -4.464 2.235 -1.787 0.3821 0.0284 -0.2227 0.12
H -3.776 4.618 -1.454 0.5175 -0.2774 0.5493 0.13
H -1.703 5.091 -0.100 0.1243 -0.6096 0.0863 0.13
H -2.663 0.471 -1.524 -0.0922 -0.3423 -0.0681 0.11
H -0.459 4.927 1.890 0.2330 -0.0063 -0.2886 0.13
H 1.862 5.224 2.835 -0.2840 -0.3966 -0.0369 0.14
H 3.418 3.246 2.737 -0.7550 0.4240 -1.0607 0.15
H 4.904 2.117 1.319 0.2060 -0.8817 -0.5153 0.13
H 6.298 -0.061 0.890 -0.2525 0.3740 0.0589 0.13
H 5.106 -2.216 0.602 0.3604 -0.3334 -0.0073 0.11
H 2.709 -2.109 -0.005 -0.3618 -0.1235 -0.0257 0.12
C -1.545 -0.583 -5.009 0.7020 -0.2001 0.1780 -0.08
O -0.172 -0.572 -4.518 -0.6418 -0.1302 0.9748 -0.34
P 0.352 -1.242 -3.086 0.3193 -0.1751 -3.1848 0.92
O 1.681 -1.907 -3.803 -0.2673 1.3560 1.2811 -0.36
C 1.704 -3.278 -4.190 -1.4517 -1.0008 -0.5563 -0.13
O 0.966 0.129 -2.383 -0.0421 0.3769 0.8408 -0.47
C 1.429 1.327 -3.062 0.8892 0.1248 -1.1461 -0.06
H -1.743 0.295 -5.599 0.3671 0.4763 -0.1492 0.09
H -2.258 -0.587 -4.209 -0.3714 -0.1939 0.5756 0.06
H -1.691 -1.438 -5.654 0.0084 -0.3102 -0.0074 0.09
H 2.198 -3.389 -5.192 -0.1330 0.2479 1.2310 0.11
H 0.631 -3.638 -4.361 1.3664 0.2080 0.3596 0.10
H 2.176 -3.854 -3.368 -0.1631 0.0841 -0.8329 0.09
H 2.260 1.072 -3.746 -0.7860 -0.1636 -0.0641 0.11
H 1.950 1.971 -2.358 -0.4869 0.0647 0.5583 0.09
H 0.613 1.861 -3.594 0.5256 -0.5627 0.4637 0.11
C -3.593 0.248 2.373 0.0566 -0.9191 -1.8520 -0.18
C -2.427 -0.380 3.164 -0.2948 -0.8922 -1.7494 -0.35
Sb -0.875 -1.406 1.860 -1.2874 -0.2570 0.6135 1.43
C -2.161 -2.775 0.753 0.8388 -0.0530 -0.6788 -0.42
C -1.339 -3.461 -0.360 -0.3949 -1.0183 0.0793 -0.22
C 0.121 -2.720 3.331 -0.3498 0.2929 -0.0097 -0.41
C -0.707 -3.109 4.562 -0.6669 -1.5724 0.0332 -0.19
H -4.229 0.947 2.896 0.0809 0.0862 0.6064 0.07
H -4.286 -0.539 1.950 0.7459 0.6409 0.5957 0.09
H -3.243 0.796 1.459 -0.0541 -0.2996 0.7414 0.04
H -2.774 -1.094 3.893 -0.0484 -0.3372 0.1600 0.04
H -1.826 0.324 3.653 0.6994 1.2720 0.8544 0.01
H -2.910 -2.139 0.284 -0.4247 -0.1800 0.3734 0.03
H -2.559 -3.556 1.400 -0.3464 0.3947 0.1265 0.06
H -0.979 -2.768 -1.118 -0.0054 0.0047 0.0796 -0.02
H -1.876 -4.305 -0.893 0.2838 1.0860 0.6434 0.10
H -0.490 -3.944 0.123 0.3253 -0.0819 -0.2191 0.05
H 0.984 -2.131 3.620 0.2403 0.0056 0.1453 0.03
H 0.498 -3.585 2.795 -0.0734 -0.1053 -0.2276 0.04
H -0.741 -2.312 5.271 -0.4574 0.8628 0.2499 0.05
H -0.255 -3.925 5.199 -0.1308 0.5295 -1.1176 0.09
H -1.755 -3.475 4.313 1.2422 0.5893 0.2764 0.09
```
Positions in Å, forces in eV/Å.

=====

[2]
Formula: C3H4O2
Source: OMol25
Level of theory: ωB97M-V/def2-TZVPD

Properties
Spin multiplicity: 1
Charge: 0
M: 72.06 g mol⁻¹
Energy relative to the best compared isomer or geometry (same formula, charge and spin): 612.7 kJ/mol
DFT total energy: -7264.3357 eV
Lowest unoccupied orbital energy: 0.72 eV
Frontier orbital gap: 0.3776 Ha

XYZ file:
```
9
Properties=species:S:1:pos:R:3:forces:R:3:lowdin_charge:R:1
O 1.167 0.620 -0.902 -0.0704 0.1600 0.0738 -0.06
C 0.907 -0.156 0.103 0.1776 -0.0622 0.0325 -0.26
C -0.212 0.351 0.863 0.2163 0.2631 -0.0749 -0.22
C -0.891 -0.240 -0.359 -0.5921 0.0370 -0.2583 -0.10
O -1.342 -0.455 0.992 0.0232 -0.0972 0.1901 0.01
H 1.460 -1.081 0.254 -0.1803 0.0193 0.0767 0.15
H -0.357 1.421 0.981 0.1092 -0.0887 0.0269 0.16
H -0.101 0.731 -1.119 0.1480 0.0319 0.0201 0.20
H -0.631 -1.190 -0.814 0.1685 -0.2631 -0.0869 0.12
```
Positions in Å, forces in eV/Å.

=====

Q: spin multiplicity of number 1 (C24H35MgN3O3PSb)?
A: 1